A 2-piece molecular cluster, C59H55F6N4O overall, computed with ωB97M-V with the def2-TZVPD basis set.

Computed properties:
Kohn-Sham gap, eV: 3.64
Net charge: +1
Energy relative to the best compared isomer or geometry (same formula, charge and spin), eV: 0.531
Strongest force on any atom, eV/A: 3.3

Structure (XYZ):
```
125
C59H55F6N4O (ωB97M-V with the def2-TZVPD basis set)
C -4.5088 5.7595 -2.1986
C -4.2180 4.5833 -1.3043
C -4.8306 4.4398 -0.0536
C -4.5392 3.3697 0.8121
C -5.1912 3.3240 2.1538
C -3.6187 2.3932 0.3967
N -3.1740 1.3198 1.2865
C -2.3182 1.4259 2.3490
C -1.3507 2.4966 2.5195
C -0.6060 2.9951 1.2892
C -0.9708 4.4103 0.9894
C 0.6686 2.4995 0.8911
C 1.2938 1.4262 1.5606
C 2.6184 1.1013 1.3148
C 3.3315 1.7738 0.3197
C 2.7177 2.8052 -0.4040
C 1.4026 3.1534 -0.1549
O -1.2980 3.0714 3.6275
N -2.6913 0.5060 3.2937
C -2.6144 0.6229 4.7276
C -1.3730 0.6742 5.3799
C -0.0805 0.4701 4.6740
C -1.3306 0.8911 6.7613
C -2.4989 0.9640 7.5273
C -2.4465 1.1658 9.0192
C -3.7216 0.8298 6.8733
C -3.8043 0.6836 5.4824
C -5.1688 0.6074 4.8871
C -3.5125 -0.4148 2.6299
C -3.7823 0.0625 1.4049
C -3.0160 2.5232 -0.8579
C -1.9197 1.5890 -1.2107
C -3.3165 3.5968 -1.7066
H -4.0351 5.6174 -3.1776
H -5.5886 5.8860 -2.3486
H -4.1289 6.6967 -1.7683
H -5.5479 5.1997 0.2678
H -5.7026 2.3734 2.3332
H -4.4779 3.5135 2.9663
H -5.9550 4.1092 2.1917
H -0.1903 5.1515 1.2838
H -1.1664 4.5242 -0.0857
H -1.8946 4.6972 1.5240
H 0.6806 0.8305 2.2316
H 3.0837 0.3034 1.8930
H 4.3646 1.4906 0.0992
H 3.2799 3.3236 -1.1850
H 0.8990 3.9084 -0.7728
H 0.6753 0.1342 5.3910
H -0.1478 -0.2784 3.8823
H 0.2828 1.4121 4.2628
H -0.3633 0.9928 7.2589
H -3.1906 0.5363 9.5254
H -1.4512 0.9108 9.4053
H -2.6664 2.2073 9.3007
H -4.6398 0.8464 7.4626
H -5.8959 0.7575 5.6942
H -5.3670 1.3877 4.1442
H -5.3822 -0.3687 4.4364
H -3.8589 -1.3055 3.1313
H -4.3747 -0.3588 0.6082
H -1.2552 2.0223 -1.9612
H -1.3403 1.4490 -0.2959
H -2.2953 0.6258 -1.5699
H -2.7878 3.6773 -2.6680
F 6.8690 1.7565 -5.7653
C 5.5077 1.7478 -5.8013
F 5.0605 2.4913 -4.7387
F 5.1104 2.4355 -6.9280
C 4.8818 0.3864 -5.8207
N 3.4167 0.5333 -5.8383
C 2.8148 0.4190 -7.1041
C 3.2450 -0.6058 -7.9633
C 2.7404 -0.6856 -9.2539
C 1.8540 0.2859 -9.7223
C 1.4653 1.3400 -8.8849
C 1.8961 1.3849 -7.5589
C 2.7311 0.5390 -4.6380
C 1.3256 0.7242 -4.5706
C 0.6514 0.6108 -3.3633
C 1.3086 0.1782 -2.1716
C 0.6016 -0.2332 -0.9820
C 0.8554 -1.4946 -0.3578
C 0.2874 -1.8236 0.9181
C 0.6827 -2.9614 1.5960
C 1.3319 -4.0245 0.9088
N 1.4774 -5.2741 1.4660
C 0.9549 -5.5130 2.8142
C 2.0409 -5.2243 3.7961
F 1.6693 -5.3396 5.0976
F 3.0806 -6.1018 3.5736
F 2.5618 -3.9666 3.6185
C 1.8823 -6.4166 0.7456
C 3.1240 -6.4609 0.0780
C 3.5556 -7.6477 -0.5182
C 2.7737 -8.8029 -0.4453
C 1.5333 -8.7605 0.1991
C 1.0879 -7.5818 0.7914
C 1.7792 -3.7682 -0.4047
C 1.5978 -2.5373 -0.9969
C 2.7226 0.0508 -2.2548
C 3.4184 0.3392 -3.4116
H 5.2130 -0.0744 -6.7504
H 5.2125 -0.2044 -4.9643
H 3.9794 -1.3275 -7.6024
H 3.0517 -1.5207 -9.8771
H 1.4766 0.2230 -10.7448
H 0.8134 2.1311 -9.2579
H 1.5657 2.1771 -6.8781
H 0.7611 0.9736 -5.4720
H -0.4317 0.7462 -3.3504
H -0.3912 0.1435 -0.8375
H -0.4844 -1.1789 1.3510
H 0.4430 -3.0581 2.6505
H 0.0854 -4.8927 3.0198
H 0.7073 -6.5662 2.9248
H 3.7459 -5.5604 0.0575
H 4.5122 -7.6498 -1.0382
H 3.1312 -9.7321 -0.8850
H 0.8952 -9.6425 0.2454
H 0.1231 -7.5511 1.3055
H 2.2600 -4.5455 -0.9866
H 1.9615 -2.4040 -2.0137
H 3.2740 -0.2823 -1.3826
H 4.5038 0.4037 -3.3630
```

One molecule with the formula C3H6N4, computed with ωB97M-V with the def2-TZVPD basis set.

Computed properties:
Kohn-Sham gap, eV: 9.71
Energy relative to the best compared isomer or geometry (same formula, charge and spin), eV: 3.722
Structure (SMILES): [H]/N=C1/NN=C[C@@H]1N
Strongest force on any atom, eV/A: 5.2

Structure (XYZ):
```
13
C3H6N4 (ωB97M-V with the def2-TZVPD basis set)
H -1.4527 1.7340 0.2253
N -0.5171 1.9626 -0.1509
C 0.1164 0.8246 0.0126
N 1.5709 0.5842 0.0885
N 1.6045 -0.8677 -0.0713
C 0.4183 -1.3979 -0.0876
C -0.5518 -0.3806 0.4128
N -2.0541 -0.7815 -0.1182
H 2.1551 1.1946 -0.6953
H 0.3002 -2.4234 -0.2589
H -0.6226 -0.3482 1.5437
H -1.9680 -0.8807 -1.2480
H -2.5386 0.1642 0.1700
```

C4H8OS as an isolated structure, computed with ωB97M-V with the def2-TZVPD basis set.

Computed properties:
Kohn-Sham gap, eV: 9.49
Energy relative to the best compared isomer or geometry (same formula, charge and spin), eV: 1.510
Strongest force on any atom, eV/A: 4.3

Structure (XYZ):
```
14
C4H8OS (ωB97M-V with the def2-TZVPD basis set)
C -1.3756 0.5535 0.1017
C -0.2868 -0.2648 0.6434
C 0.1282 -1.4779 -0.2653
C 1.1073 0.3736 0.5377
H -2.1074 0.8220 1.8328
H -2.1908 -0.1074 -0.3322
H -0.8799 1.0821 -0.7994
H -0.3805 -0.6372 1.6874
H -0.6930 -1.8322 -0.8415
H 0.7139 -2.2165 0.3479
H 1.9107 -0.0080 1.1284
H 1.1154 1.4733 0.6426
O -1.8596 1.4180 1.0723
S 1.2468 -0.3142 -1.1468
```